P | This record from the Open Molecules 2025 dataset describes C18H19N3O2 in the gas phase. The level of theory is wB97M-V/def2-TZVPD.

Summary:
Orbital gap   8.68 eV
SMILES   C/C(Cc1ccccc1)=N\NC(=O)CNC(=O)c1ccccc1
Molecular weight   309.37 g/mol
HOMO energy   -8.535 eV

```
42
C18H19N3O2 | the Open Molecules 2025 dataset | wB97M-V/def2-TZVPD
C 1.630 0.840 2.002
C 2.195 1.527 0.664
N 1.492 2.317 -0.152
N 0.066 2.381 0.077
C -0.748 2.897 -0.934
O -0.466 3.510 -1.755
C -2.337 2.942 -0.154
N -2.869 1.780 -0.589
C -2.707 0.790 0.333
O -1.916 0.865 1.414
C -3.404 -0.316 0.143
C -2.861 -1.602 0.461
C -3.340 -3.097 0.200
C -4.549 -2.871 -0.328
C -5.182 -1.801 -0.914
C -4.635 -0.597 -0.421
H -5.021 0.183 -0.803
H -6.158 -1.872 -1.220
H -4.943 -3.801 -0.623
H -2.926 -3.781 0.767
H -1.867 -1.649 1.008
H -3.392 1.639 -1.198
H -2.810 3.898 -0.870
H -2.363 3.404 0.908
H -0.449 2.139 0.664
C 3.576 1.409 0.295
C 3.764 -0.213 -0.147
C 3.185 -0.337 -1.335
C 3.273 -1.836 -1.612
C 4.199 -2.687 -0.917
C 4.782 -2.077 0.117
C 4.532 -0.910 0.462
H 5.073 -0.491 1.512
H 5.384 -2.971 0.722
H 4.293 -3.731 -1.313
H 2.920 -1.953 -2.589
H 2.541 0.174 -2.042
H 3.716 2.101 -0.238
H 4.095 1.669 1.187
H 0.458 0.564 1.907
H 1.650 1.468 2.910
H 2.119 0.099 2.400
```

Q | This record from the Open Molecules 2025 dataset describes C18H19N3O2 in the gas phase. The level of theory is wB97M-V/def2-TZVPD.

Summary:
Orbital gap   9.11 eV
SMILES   CN(CCOc1ccccc1)CC(=O)Nc1cccc(C#N)c1
Molecular weight   309.37 g/mol
HOMO energy   -8.720 eV

```
42
C18H19N3O2 | the Open Molecules 2025 dataset | wB97M-V/def2-TZVPD
C 1.686 0.335 -0.058
N 0.360 -0.072 -0.487
C 0.418 -1.187 -1.416
C 0.666 -2.511 -0.687
O 1.191 -3.458 -1.224
N 0.195 -2.474 0.587
C 0.214 -3.462 1.567
C 0.698 -4.744 1.327
C 0.681 -5.682 2.356
C 0.188 -5.356 3.619
C -0.290 -4.079 3.845
C -0.279 -3.138 2.832
H -0.654 -2.141 3.015
H -0.675 -3.813 4.818
H 0.183 -6.098 4.403
C 1.171 -6.989 2.119
N 1.563 -8.052 1.948
H 1.082 -5.006 0.355
H -0.173 -1.567 0.859
H 1.194 -1.077 -2.187
H -0.546 -1.287 -1.921
C -0.483 1.026 -0.917
C -0.053 1.745 -2.213
O -0.983 2.737 -2.582
C -0.995 3.936 -1.930
C -0.083 4.346 -0.965
C -0.199 5.605 -0.396
C -1.215 6.462 -0.772
C -2.126 6.055 -1.736
C -2.019 4.806 -2.310
H -2.716 4.474 -3.063
H -2.923 6.716 -2.041
H -1.299 7.439 -0.321
H 0.518 5.911 0.352
H 0.727 3.707 -0.648
H -0.054 1.038 -3.047
H 0.954 2.167 -2.116
H -1.495 0.639 -1.068
H -0.525 1.753 -0.101
H 1.595 1.126 0.685
H 2.318 0.689 -0.882
H 2.183 -0.519 0.403
```

Most favorable structure: Q. The second most favorable one is 1665.1 kJ/mol above it.